[1]
DFT (ωB97M-V/def2-TZVPD) results for a gas-phase ion, C5H13N2 (charge +1).

```
20
Properties=species:S:1:pos:R:3:forces:R:3
C 1.7838 0.5365 -1.4286 -0.993 -0.975 0.188
C 1.0484 0.6482 -0.0420 0.811 -1.184 -0.763
C 0.1432 -0.5715 0.2249 2.877 -2.276 2.405
C -1.1756 -0.5136 0.2426 -4.206 2.845 0.348
N -2.1963 -0.5831 1.2477 1.258 -1.522 -0.792
C -3.2925 0.4860 1.4110 2.081 0.027 -0.604
N 3.1437 -0.1632 -1.4648 -0.566 -5.594 1.902
H 1.1082 -0.1710 -1.9022 0.345 0.315 -0.930
H 1.9204 1.4348 -1.9656 0.037 1.037 -0.562
H 1.8781 0.7860 0.6882 -0.963 -0.348 0.226
H 0.3815 1.5124 0.0753 0.685 0.133 -0.709
H 0.4822 -1.4219 0.8363 0.805 0.908 0.648
H -1.5091 -0.1325 -0.7153 -1.081 1.405 0.251
H -1.8632 -1.0766 2.0720 -0.458 0.379 -0.054
H -2.8539 1.2146 0.7043 -0.534 0.671 0.970
H -4.2425 0.2685 0.9207 -0.050 -0.709 0.653
H -3.3849 0.8523 2.5170 0.320 -0.791 -2.299
H 3.0149 -1.2465 -0.9215 0.016 3.618 -2.028
H 3.8588 0.1637 -0.8230 0.337 0.924 -0.371
H 3.5341 -0.4731 -2.4135 -0.720 1.138 1.520
```
Positions in Å, forces in eV/Å.

Values from the calculation:
- SMILES = CN/C=C/CC[NH3+]
- ΔE to the lowest compared entry with this formula, charge and spin (kcal per mole) = 129.31
- highest occupied orbital energy (Ha) = -0.4006
- net charge = +1
- E (eV) = -8365.2031
- max |F| (Eh/bohr) = 0.1154


[2]
DFT (ωB97M-V/def2-TZVPD) results for a gas-phase ion, C5H13N2 (charge +1).

```
20
Properties=species:S:1:pos:R:3:forces:R:3
C 1.7222 -0.2431 -1.2145 -0.406 -0.179 -0.869
C 0.2665 0.2852 -1.5755 2.337 1.986 -3.526
C -0.8868 -0.1073 -0.7891 0.829 1.177 2.641
C -0.8542 0.5664 0.3847 -0.957 0.401 4.198
N -1.5907 0.2846 1.6047 0.714 2.012 -1.355
C -1.4354 1.1274 2.8475 -1.957 0.958 -0.860
N 1.5540 -1.7284 -1.3693 -0.065 -0.583 -0.117
H 2.0296 0.1506 -0.2708 -0.194 -0.727 1.222
H 2.6363 -0.0655 -1.8208 -1.156 0.688 -0.378
H 0.1130 0.1154 -2.6634 0.144 -0.047 0.434
H 0.3910 1.3854 -1.5187 -0.087 -0.485 -0.164
H -1.6785 -0.7643 -1.0272 -0.426 -0.785 -0.469
H -0.0890 1.4231 0.6315 -1.331 -1.881 -0.817
H -2.5052 -0.1409 1.5402 0.214 -0.179 -0.303
H -0.5514 1.7038 2.7992 1.027 0.635 -0.405
H -1.2748 0.4334 3.6038 0.152 -1.146 1.619
H -2.2657 1.8775 3.2548 1.212 -1.726 -1.635
H 0.5654 -1.9307 -1.2445 -0.440 -0.182 0.214
H 1.7942 -1.9515 -2.3303 -0.208 0.007 -0.340
H 2.0593 -2.4211 -0.8422 0.599 0.058 0.911
```
Positions in Å, forces in eV/Å.

Values from the calculation:
- SMILES = CN/C=C/CC[NH3+]
- ΔE to the lowest compared entry with this formula, charge and spin (kcal per mole) = 79.78
- highest occupied orbital energy (Ha) = -0.4280
- net charge = +1
- E (eV) = -8367.3508
- max |F| (Eh/bohr) = 0.0909


[3]
DFT (ωB97M-V/def2-TZVPD) results for 2 unconnected molecules or ions with the total composition C5H13N2.

```
20
Properties=species:S:1:pos:R:3:forces:R:3
C 2.2122 -0.5520 -0.9749 5.340 -1.040 -0.722
C -1.5328 1.6662 -0.2578 -4.505 0.028 1.067
C 2.1538 0.8964 0.7407 0.976 0.687 3.114
C -1.3209 -2.0685 0.2965 -0.721 -2.349 -0.634
C -2.0663 0.2440 -0.1673 2.375 2.491 0.387
N 1.5293 -0.0159 -0.1147 -2.684 0.526 -0.387
N -1.1814 -0.6435 0.1065 -0.278 -0.197 -0.483
H 3.3613 -0.4389 -0.7937 -1.624 -0.132 -1.031
H -0.1896 -0.3708 -0.0971 0.470 0.588 0.771
H 1.9654 -1.1794 -1.8057 -0.924 -0.389 -0.143
H -1.8748 2.1750 -1.1442 -0.269 0.077 -0.406
H -0.5394 1.7521 -0.1796 3.757 0.066 0.273
H -2.0034 2.2525 0.6181 0.556 -0.920 -1.201
H 3.3076 0.9912 0.7389 -1.865 -0.199 -0.495
H 1.8551 0.6016 1.7636 0.437 0.052 -0.095
H 1.6371 1.8493 0.6670 0.417 0.403 -0.395
H -2.1049 -2.3023 1.0304 0.263 0.198 -0.225
H -0.4023 -2.7302 0.5613 -1.182 2.068 -0.418
H -1.6783 -2.4051 -0.6996 0.166 -0.436 0.692
H -3.1278 0.2782 -0.2883 -0.704 -1.520 0.333
```
Positions in Å, forces in eV/Å.

Values from the calculation:
- ΔE to the lowest compared entry with this formula, charge and spin (kcal per mole) = 78.83
- highest occupied orbital energy (Ha) = -0.5190
- net charge = +1
- E (eV) = -8367.3920
- max |F| (Eh/bohr) = 0.1067


[4]
DFT (ωB97M-V/def2-TZVPD) results for a gas-phase ion, C5H13N2 (charge +1).

```
20
Properties=species:S:1:pos:R:3:forces:R:3
C 1.5285 0.4497 2.0362 0.284 0.801 0.713
C 0.4627 -0.0520 1.1064 0.163 -0.894 -0.629
C 0.8592 -0.0826 -0.3840 0.137 0.197 0.304
C -0.3085 -0.3066 -1.3086 0.143 0.258 0.002
C -0.9195 0.7065 -1.9247 -0.484 0.286 -0.424
N -0.7524 -1.6183 -1.3554 0.147 -0.245 0.107
N -0.8245 0.7186 1.2376 -0.275 -0.116 0.467
H 1.6260 1.5443 2.0236 -0.101 -0.139 -0.219
H 1.3405 0.1837 3.0833 -0.039 -0.093 -0.230
H 2.5174 0.0725 1.7745 -0.181 -0.205 -0.113
H 0.2018 -1.0831 1.3580 -0.188 0.150 0.196
H 1.5634 -0.9105 -0.4828 0.081 0.028 -0.020
H 1.4104 0.8176 -0.6651 -0.191 0.061 0.043
H -0.7229 1.7646 -1.7949 0.596 -0.215 0.124
H -1.6837 0.5302 -2.6682 -0.250 -0.221 0.111
H -0.0597 -2.3332 -1.1846 -0.050 0.054 -0.143
H -1.3994 -1.8702 -2.0893 0.011 0.105 0.064
H -1.1893 0.7252 2.1978 0.219 0.021 -0.174
H -1.5200 0.2656 0.6361 -0.072 0.160 -0.162
H -0.7313 1.6840 0.9163 0.049 0.008 -0.017
```
Positions in Å, forces in eV/Å.

Values from the calculation:
- SMILES = C=C(N)C[C@@H](C)[NH3+]
- ΔE to the lowest compared entry with this formula, charge and spin (kcal per mole) = 28.89
- highest occupied orbital energy (Ha) = -0.4542
- net charge = +1
- E (eV) = -8369.5575
- max |F| (Eh/bohr) = 0.0216


[5]
DFT (ωB97M-V/def2-TZVPD) results for a gas-phase ion, C5H13N2 (charge +1).

```
20
Properties=species:S:1:pos:R:3:forces:R:3
C 0.8842 -0.8478 -1.2909 -2.118 -2.468 -3.007
C -0.0730 0.3470 -1.4433 0.313 -1.835 5.100
C -0.5916 0.8980 -0.0394 0.071 -0.911 -0.988
C -1.6648 1.6523 -0.1549 -1.216 0.453 1.102
C 1.0422 0.4749 1.9459 -0.842 -0.934 1.492
N -0.2097 0.1945 1.1572 -1.116 -0.622 1.780
N 0.3428 -2.0585 -0.3645 1.406 -0.111 0.097
H 1.8282 -0.6693 -0.9215 1.944 0.791 0.931
H 1.0069 -1.3206 -2.3415 -0.056 0.608 1.801
H 0.2711 1.0815 -2.0462 2.265 2.374 -1.537
H -0.9529 0.1603 -1.9502 -1.858 -1.491 -1.009
H -2.3756 1.9551 0.5984 0.584 -0.062 1.028
H -2.1423 1.9584 -1.0508 0.461 0.013 -1.371
H 1.5601 -0.4641 2.3651 -1.658 0.888 0.049
H 0.7862 1.2218 2.7388 0.657 -0.794 -0.493
H 1.9032 0.7809 1.4291 0.530 1.306 -1.593
H -1.0545 0.0931 1.8644 2.355 0.622 -2.081
H -0.6055 -2.2812 -0.6818 0.234 -0.190 0.368
H 0.9431 -2.9680 -0.2579 -1.209 2.159 -1.019
H 0.3195 -1.6458 0.6001 -0.747 0.204 -0.648
```
Positions in Å, forces in eV/Å.

Values from the calculation:
- SMILES = C=C(CC[NH3+])NC
- ΔE to the lowest compared entry with this formula, charge and spin (kcal per mole) = 84.35
- highest occupied orbital energy (Ha) = -0.4660
- net charge = +1
- E (eV) = -8367.1524
- max |F| (Eh/bohr) = 0.1056


[6]
DFT (ωB97M-V/def2-TZVPD) results for a gas-phase ion, C5H13N2 (charge +1).

```
20
Properties=species:S:1:pos:R:3:forces:R:3
C 3.1362 -0.0155 0.2851 0.338 1.126 -1.192
C 0.7532 0.4304 -0.3276 2.724 1.244 -1.550
C -0.9075 -1.1171 -0.9446 -1.126 -2.190 -2.926
C -1.4573 1.1664 -0.6099 -2.720 3.697 0.214
C -1.0708 -0.1842 1.2503 1.169 -2.212 1.712
N 1.8153 -0.0546 0.3822 -0.526 0.578 2.329
N -0.6675 0.0943 -0.1536 2.539 -1.297 0.372
H 3.6878 0.5842 -0.5060 -1.036 -1.302 0.799
H 3.6713 -0.3710 1.1617 -0.101 0.182 -0.317
H 1.0429 0.6304 -1.3921 -0.809 -0.117 1.140
H -1.9603 -1.3756 -0.9516 -0.436 0.110 0.591
H -0.7654 -1.1115 -2.1338 0.668 0.742 2.844
H -0.3920 -1.9545 -0.4651 0.218 0.277 -0.400
H -1.4917 2.0182 0.1151 0.382 -0.956 -0.263
H -1.2911 1.7080 -1.5414 0.797 -1.047 -0.335
H -2.4487 0.7598 -0.6166 -0.847 0.108 -0.282
H -1.6679 -1.1014 1.3375 -0.626 0.750 -0.553
H -0.2207 -0.5651 1.8269 0.359 0.280 -0.378
H -1.4268 0.6178 1.8708 -0.451 0.652 -0.614
H 1.6610 -0.1590 1.4127 -0.518 -0.625 -1.189
```
Positions in Å, forces in eV/Å.

Values from the calculation:
- ΔE to the lowest compared entry with this formula, charge and spin (kcal per mole) = 128.69
- highest occupied orbital energy (spin up / spin down) (Ha) = -0.4224 / -0.4224
- net charge = +1
- E (eV) = -8365.2297
- max |F| (Eh/bohr) = 0.0894


[7]
DFT (ωB97M-V/def2-TZVPD) results for 2 unconnected molecules or ions with the total composition C5H13N2.

```
20
Properties=species:S:1:pos:R:3:forces:R:3
C -0.5905 -1.1654 0.8061 -0.124 0.040 -0.033
C 0.0302 -2.3480 0.7583 0.103 0.069 0.109
N 1.2566 -2.5831 0.2525 -0.174 -0.049 -0.110
N -1.9010 -1.0791 1.4789 0.028 0.118 -0.088
H -0.2682 -0.2280 0.3883 0.124 -0.008 -0.030
H -0.4588 -3.2038 1.2111 0.072 -0.145 -0.027
H 1.5229 -3.5318 0.0529 0.074 0.055 0.039
H 1.7248 -1.8608 -0.2703 0.052 -0.041 -0.002
H -2.6544 -0.8829 0.8148 -0.046 -0.001 0.048
H -1.9008 -0.3291 2.1744 -0.068 -0.044 0.053
H -2.1292 -1.9491 1.9616 -0.027 -0.003 0.026
C -0.1123 2.3743 -0.2193 -0.035 -0.048 0.043
C 0.4896 1.6868 -1.4114 -0.152 -0.095 0.134
C 1.6049 2.0807 -1.9936 0.461 0.208 -0.279
H 0.1993 1.8844 0.7096 -0.101 -0.008 0.045
H 0.2323 3.4034 -0.1434 0.010 0.041 -0.038
H -1.2051 2.3895 -0.2584 0.063 -0.006 -0.004
H -0.0162 0.8103 -1.8088 -0.084 -0.002 0.023
H 2.0317 1.5722 -2.8506 -0.108 -0.049 0.066
H 2.1442 2.9593 -1.6526 -0.066 -0.033 0.023
```
Positions in Å, forces in eV/Å.

Values from the calculation:
- ΔE to the lowest compared entry with this formula, charge and spin (kcal per mole) = 60.64
- highest occupied orbital energy (Ha) = -0.4636
- net charge = +1
- E (eV) = -8368.1806
- max |F| (Eh/bohr) = 0.0112


[8]
DFT (ωB97M-V/def2-TZVPD) results for a gas-phase ion, C5H13N2 (charge +1).

```
20
Properties=species:S:1:pos:R:3:forces:R:3
C 1.1579 0.3829 -0.7999 0.630 -0.408 -0.575
C -0.2134 -0.1809 -0.7997 -0.773 -1.315 0.517
C 0.3735 0.4751 0.5131 -0.867 -0.175 -2.922
C -0.4185 -1.7007 -0.9202 0.397 -0.949 1.977
C -0.4666 1.6953 0.8590 3.800 1.140 2.970
N -1.3112 0.5613 -1.3272 -1.386 -0.671 0.175
N 0.8764 -0.4248 1.5453 -1.886 -2.434 1.351
H 1.9780 -0.4319 -0.9650 -1.362 1.931 0.544
H 1.2475 1.3581 -1.3013 0.468 -0.661 0.146
H -0.3748 -1.9438 -1.9149 0.248 -0.239 -2.874
H -1.4276 -2.1434 -0.6783 0.944 0.936 0.563
H 0.4001 -2.4060 -0.5488 -0.932 1.122 0.203
H -1.4660 1.6494 0.6425 -2.513 -0.974 0.009
H -0.2257 2.6356 0.3706 0.835 -0.214 -0.503
H -0.2186 1.9625 1.9282 -0.740 -0.292 -0.747
H -2.1912 0.0281 -1.3526 0.670 0.131 0.548
H -1.3024 0.9574 -2.2408 1.087 0.339 -0.684
H 1.7767 -0.2844 1.9219 1.462 1.324 0.761
H 0.9615 -1.4300 1.3454 -0.039 0.044 -1.743
H 0.2172 -0.6395 2.3106 -0.043 1.366 0.284
```
Positions in Å, forces in eV/Å.

Values from the calculation:
- SMILES = C[C@]1(N)C[C@]1(C)[NH3+]
- ΔE to the lowest compared entry with this formula, charge and spin (kcal per mole) = 78.39
- highest occupied orbital energy (Ha) = -0.4829
- net charge = +1
- E (eV) = -8367.4109
- max |F| (Eh/bohr) = 0.0964


[9]
DFT (ωB97M-V/def2-TZVPD) results for a gas-phase ion, C5H13N2 (charge +2).

```
20
Properties=species:S:1:pos:R:3:forces:R:3
C -2.3199 0.9486 -0.5679 -1.017 -0.148 -2.126
C -1.3776 0.0919 0.2397 -2.229 1.495 2.634
C -0.0067 -0.2991 -0.5758 1.799 0.773 -0.346
C 1.0114 -0.9665 0.1459 0.038 0.573 -4.279
C 2.2464 -0.2524 0.5783 1.793 0.119 2.695
N 2.8930 0.8222 -0.1596 -1.981 -0.692 -1.464
N -2.0771 -0.9898 0.8281 1.741 -0.656 -0.129
H -2.8661 0.3071 -1.2716 0.184 0.032 -0.054
H -3.1310 1.3531 0.0444 0.437 -0.245 0.559
H -1.9635 1.7980 -1.1551 0.662 -0.202 0.249
H -1.0713 0.7222 1.0802 0.535 0.008 -0.142
H -0.2961 -0.7709 -1.5202 -0.434 -0.583 0.449
H 0.3772 0.7033 -0.8067 -0.582 0.185 0.159
H 1.1035 -1.9990 -0.2070 0.103 -0.460 1.570
H 2.0915 0.1479 1.6012 -0.252 0.015 -0.088
H 2.4881 1.7628 -0.2293 0.442 0.196 0.352
H 3.4590 0.5075 -0.9578 0.471 0.413 0.203
H -1.8110 -1.0739 1.8047 -0.323 -0.151 0.094
H 3.0944 -0.9287 0.7243 -0.342 -0.553 -0.066
H -1.8442 -1.8845 0.4043 -1.046 -0.119 -0.270
```
Positions in Å, forces in eV/Å.

Values from the calculation:
- spin multiplicity = 2
- ΔE to the lowest compared entry with this formula, charge and spin (kcal per mole) = 148.17
- highest occupied orbital energy (spin up / spin down) (Ha) = -0.6625 / -0.6611
- net charge = +2
- E (eV) = -8351.9948
- expectation value of S² = 0.756
- max |F| (Eh/bohr) = 0.0840


[10]
DFT (ωB97M-V/def2-TZVPD) results for a molecular structure, C5H13N2O.

```
21
Properties=species:S:1:pos:R:3:forces:R:3
C -0.8771 1.5485 0.9542 -1.838 0.793 -1.643
N -2.2066 1.1601 1.2084 -0.290 -0.092 0.722
C -0.0422 0.5420 0.1772 3.796 0.498 4.872
C 0.0819 -0.7607 0.9778 -0.070 -0.431 -1.649
C -0.3330 -1.9752 0.1296 -0.565 -0.453 1.088
N 1.1616 0.9612 -0.2956 -1.600 0.450 -2.165
C 1.8837 0.0494 -1.3617 1.088 -0.842 0.777
O 1.1476 -0.2641 -2.3793 -0.250 0.091 0.246
H -0.4034 1.7876 1.9157 0.502 -0.565 -0.124
H -0.7643 2.5194 0.3941 0.087 0.076 -0.084
H -2.6645 0.6785 0.4314 0.297 0.125 -0.246
H -1.5036 0.1940 -1.2084 0.616 0.132 0.521
H -0.7586 0.2892 -0.8833 -1.474 -0.424 -1.769
H -0.5147 -0.6490 1.8818 -0.356 -0.098 -0.221
H 1.1298 -0.8705 1.2612 0.014 0.105 -0.108
H 0.1242 -2.0653 -0.8542 0.288 0.345 0.095
H -1.4182 -1.9552 -0.0058 0.028 0.010 -0.037
H -0.1182 -2.8632 0.7315 0.006 -0.211 -0.244
H 0.9947 1.8052 -0.8455 0.141 0.470 0.493
H 2.8209 0.6096 -1.5752 -0.125 0.438 -0.047
H 2.2601 -0.7416 -0.6540 -0.295 -0.417 -0.477
```
Positions in Å, forces in eV/Å.

Values from the calculation:
- ΔE to the lowest compared entry with this formula, charge and spin (kcal per mole) = 122.03
- highest occupied orbital energy (Ha) = -0.0885
- net charge = -1
- E (eV) = -10418.4070
- max |F| (Eh/bohr) = 0.1205